Here is 5 unconnected molecules or ions with the total composition C38H48F5O6PS at a distorted geometry from the Open Molecules 2025 dataset. Energies are from ωB97M-V/def2-TZVPD.

Structure (XYZ):
```
99
Properties=species:S:1:pos:R:3:forces:R:3:lowdin_charge:R:1
C 3.13574 -4.40169 0.43188 -0.295 0.889 -0.020 -0.074
C 1.88351 -3.46459 0.20783 0.411 -1.734 1.062 -0.315
O 2.27274 -2.13755 -0.17437 -0.662 0.788 -2.282 -0.247
P 2.15116 -1.95906 -1.85677 1.870 -2.517 0.171 0.649
O 2.86073 -3.14229 -2.48131 -1.105 2.139 0.517 -0.309
C 0.33822 -2.05441 -2.25948 0.128 1.471 0.519 -0.200
C -0.50174 -0.94762 -1.47100 -0.408 -0.610 -1.727 -0.187
C -1.97829 -1.48986 -1.32846 1.071 0.067 0.532 -0.169
C -3.11201 -0.45165 -1.67189 -0.410 -1.870 1.000 -0.391
C -2.90555 0.99172 -1.10483 -0.870 0.517 -0.123 -0.092
C -3.32655 1.20267 0.38904 1.336 0.220 0.288 -0.330
C -2.69629 0.21918 1.42983 -0.522 0.583 0.306 -0.033
F -4.72547 1.30373 0.54253 0.682 -0.492 -0.185 -0.038
C -4.48001 -1.12407 -1.20430 -0.485 0.199 -0.766 -0.136
C -4.73571 -2.53891 -1.86687 0.290 -0.213 -0.333 -0.146
C -4.32857 -2.62845 -3.38870 -0.891 -1.626 0.511 -0.237
O -4.50194 -1.36095 -4.04317 1.985 0.855 1.558 -0.217
S -3.21077 -0.41535 -3.54076 1.679 2.511 -4.419 0.785
O -1.98774 -0.97182 -4.17354 -2.078 -0.019 1.954 -0.300
O -3.46699 0.94311 -4.06856 -0.525 -2.371 1.833 -0.300
O 2.84244 -0.48688 -2.19136 -1.870 -2.067 0.851 -0.219
C 2.42608 0.03481 -3.47289 0.333 1.310 -1.307 -0.276
C 1.88676 1.51350 -3.29522 0.723 -0.611 0.449 -0.061
H 3.72650 -4.52832 -0.50804 -0.618 0.098 0.769 0.072
H 2.80277 -5.39013 0.83485 0.268 0.785 -0.337 0.079
H 3.76876 -3.87973 1.19584 -0.356 -0.647 -0.610 0.069
H 1.35420 -3.41263 1.19634 0.356 0.347 -0.833 0.108
H 1.17232 -3.95670 -0.49492 0.564 0.547 0.252 0.098
H -0.03247 -3.08385 -2.04784 0.624 0.705 0.002 0.095
H 0.20362 -1.88080 -3.35334 0.097 -0.261 0.838 0.081
H -0.55204 -0.08248 -2.18478 0.317 -0.505 0.917 0.097
H -0.01863 -0.65468 -0.51408 -0.466 -0.201 -0.587 0.107
H -2.08176 -1.86912 -0.27697 -0.307 0.496 -0.868 0.123
H -2.04659 -2.40210 -1.97029 -0.196 0.939 0.422 0.094
H -3.52647 1.70795 -1.70697 0.498 -0.687 0.444 0.129
H -1.85786 1.37272 -1.19743 -0.747 -0.648 0.003 0.131
H -2.93941 2.21590 0.67461 -0.318 -0.731 -0.360 0.144
H -2.94990 0.61578 2.43762 0.095 -0.456 -0.776 0.061
H -3.07996 -0.82147 1.37742 0.392 0.683 -0.171 0.070
H -1.57762 0.26432 1.36950 -0.969 -0.196 -0.173 0.098
H -4.52893 -1.27240 -0.10476 0.314 0.365 -0.733 0.110
H -5.28687 -0.38751 -1.46037 0.482 -0.858 0.173 0.134
H -4.15690 -3.34124 -1.33544 -0.468 0.782 -0.318 0.117
H -5.80945 -2.84550 -1.80021 0.818 0.590 0.179 0.117
H -5.02771 -3.34927 -3.88613 0.565 0.801 0.266 0.133
H -3.30791 -3.06497 -3.54483 -0.711 0.758 0.080 0.116
H 3.35447 0.10558 -4.09959 -0.780 -0.328 0.562 0.127
H 1.72819 -0.63011 -4.04272 0.569 0.632 0.936 0.079
H 0.94665 1.70735 -3.86057 0.746 -0.109 0.442 0.076
H 1.75344 1.68227 -2.19453 -0.186 -0.084 -0.997 0.079
H 2.71235 2.19993 -3.61256 -0.962 -0.365 0.141 0.074
F -1.97822 2.14716 3.54433 0.027 0.143 0.026 0.021
C -2.31989 2.28492 4.84389 -0.179 0.110 0.813 -0.276
C -1.33097 2.26954 5.81266 0.227 -0.060 -0.170 -0.011
C -1.68624 2.41550 7.14722 -0.278 0.008 -0.104 -0.070
C -3.02406 2.56466 7.49777 0.008 0.007 0.032 -0.092
C -4.00674 2.57386 6.51464 0.257 -0.017 0.046 -0.081
C -3.65352 2.43867 5.17786 -0.112 -0.016 -0.262 -0.017
H -0.29509 2.14470 5.52298 -0.030 -0.001 0.008 0.108
H -0.92106 2.41250 7.91327 0.002 -0.029 -0.071 0.108
H -3.29975 2.67421 8.53972 0.009 -0.004 -0.055 0.102
H -5.04829 2.68615 6.78883 0.038 0.006 -0.050 0.105
H -4.40474 2.45199 4.39731 0.039 -0.013 -0.001 0.117
F 1.77765 0.01775 7.21825 -0.045 0.056 0.095 0.052
C 2.11143 -0.51789 6.02917 0.180 -0.242 -0.569 -0.291
C 3.14411 0.04300 5.29866 0.089 0.161 0.183 -0.028
C 3.49055 -0.51115 4.07398 -0.197 -0.166 0.068 -0.075
C 2.79518 -1.61243 3.58886 0.000 -0.045 -0.044 -0.085
C 1.75668 -2.16444 4.33080 0.177 0.211 0.008 -0.083
C 1.41461 -1.61814 5.56182 -0.197 -0.056 0.135 -0.021
H 3.66841 0.90629 5.68829 -0.041 -0.022 0.012 0.116
H 4.30121 -0.08411 3.49705 -0.052 0.021 0.034 0.110
H 3.06404 -2.03910 2.63141 -0.016 0.028 -0.022 0.081
H 1.21239 -3.02073 3.95044 0.020 0.022 0.056 0.099
H 0.61417 -2.03929 6.15747 0.020 0.048 0.008 0.115
F 1.49235 -1.43883 -5.93920 -0.175 -0.085 -0.104 0.043
C 2.35654 -1.45351 -6.97118 0.453 -0.032 -0.527 -0.283
C 3.18814 -2.54586 -7.14105 -0.042 -0.200 0.184 -0.010
C 4.07652 -2.56240 -8.20871 -0.128 0.281 -0.048 -0.081
C 4.12953 -1.48384 -9.08568 0.039 -0.024 -0.030 -0.098
C 3.29104 -0.39088 -8.89932 0.063 -0.233 0.100 -0.085
C 2.39418 -0.37637 -7.83850 -0.154 0.176 0.098 -0.017
H 3.13766 -3.37200 -6.44251 -0.028 0.056 0.019 0.121
H 4.72755 -3.41484 -8.35674 -0.034 0.026 0.047 0.105
H 4.82611 -1.49664 -9.91545 -0.037 0.007 0.041 0.100
H 3.33560 0.45019 -9.58004 -0.037 -0.028 0.039 0.104
H 1.72699 0.46229 -7.68218 0.002 -0.039 0.028 0.117
F 2.69329 2.71881 3.80401 0.121 -0.149 0.030 0.061
C 1.99012 3.83774 3.56962 -0.355 0.627 -0.131 -0.281
C 2.62508 5.06569 3.63336 0.215 -0.007 0.052 -0.017
C 1.89397 6.22136 3.38792 -0.216 -0.204 -0.023 -0.083
C 0.53708 6.13601 3.09288 -0.003 0.060 -0.004 -0.094
C -0.08813 4.89556 3.03707 0.225 0.113 0.034 -0.075
C 0.64340 3.73834 3.27111 0.011 -0.199 -0.033 -0.027
H 3.68004 5.11230 3.87318 -0.024 -0.037 -0.018 0.116
H 2.38098 7.18772 3.42756 0.006 -0.056 0.017 0.104
H -0.03252 7.03855 2.90621 0.026 -0.048 0.009 0.101
H -1.14561 4.82929 2.81116 0.046 -0.046 0.012 0.104
H 0.17567 2.76529 3.22241 0.075 0.018 -0.022 0.097
```
Forces are in eV/Å.

frontier orbital gap = 9.67 eV
molecular weight = 758.827 g mol⁻¹
SMILES = CCOP(=O)(CCC[C@]1(C[C@H](C)F)CCCOS1(=O)=O)OCC.Fc1ccccc1.Fc1ccccc1.Fc1ccccc1.Fc1ccccc1
total charge = 0
max |F| = 0.1041 Eh/bohr


Here is a molecular structure, C38H49DyN12Se2 from the Open Molecules 2025 dataset. Energies are from ωB97M-V/def2-TZVPD.

Structure (XYZ):
```
102
Properties=species:S:1:pos:R:3:forces:R:3:mulliken_spin:R:1
Dy -1.03807 0.42457 0.30082 0.101 -0.345 0.586 4.989
Se -2.30432 2.29911 -2.34468 0.037 0.119 -0.147 -0.003
Se -4.23948 2.64530 -1.05245 -0.013 -0.085 -0.034 0.000
C -4.69309 0.76612 -1.12033 0.099 -0.033 -0.066 -0.003
C -6.01775 0.43170 -1.36636 -0.011 0.014 0.041 0.000
C -6.32969 -0.90151 -1.57355 -0.119 0.067 -0.024 0.000
C -5.30650 -1.83425 -1.55337 0.046 -0.088 0.007 0.000
C -4.02356 -1.40395 -1.26874 -0.001 0.086 0.135 -0.003
N -3.70836 -0.12354 -1.02792 -0.057 -0.062 -0.015 0.002
C -1.18135 3.55877 -1.43759 0.000 -0.134 0.222 -0.005
C -0.99169 4.82975 -1.94565 -0.022 0.051 -0.045 0.000
C -0.12121 5.67936 -1.27663 -0.009 0.056 -0.034 0.000
C 0.52019 5.21815 -0.14102 0.024 0.040 0.002 0.000
C 0.26230 3.92829 0.29421 -0.064 -0.106 -0.072 -0.003
N -0.57978 3.09993 -0.33346 0.004 -0.077 0.097 0.015
H -6.77121 1.20453 -1.42514 -0.016 -0.008 -0.039 0.000
H -7.35021 -1.19671 -1.78769 0.058 0.017 0.028 0.000
H -5.49350 -2.88039 -1.76000 0.010 0.057 0.018 0.000
H -3.20085 -2.10227 -1.21638 0.022 0.010 -0.026 0.000
H -1.50991 5.13867 -2.84411 0.030 -0.019 0.047 0.000
H 0.05439 6.68319 -1.64338 -0.011 -0.036 0.012 0.000
H 1.21494 5.84471 0.40347 -0.033 -0.040 -0.013 0.000
H 0.75225 3.52322 1.16762 -0.019 0.025 -0.056 0.001
C -4.04858 -2.16689 3.80494 -0.086 -0.061 -0.086 0.000
N -3.53368 -2.99937 2.72887 -0.028 -0.087 0.095 0.000
C -4.08549 -4.35310 2.65427 0.048 0.093 0.034 0.000
C -2.76064 -2.43837 1.76556 0.011 -0.199 -0.138 -0.001
N -2.66106 -1.17360 1.55081 0.442 0.526 -0.132 0.009
N -2.03962 -3.36871 1.02293 0.030 0.180 -0.035 0.000
C -1.10621 -3.15914 0.02112 0.007 -0.042 0.103 0.000
N -0.43785 -4.29154 -0.31312 -0.011 0.075 -0.042 0.000
N -0.92541 -2.01888 -0.54177 -0.109 0.519 0.039 -0.001
H -4.22308 -2.79781 4.67356 -0.011 -0.010 0.014 0.000
H -4.99380 -1.68012 3.54262 0.016 0.006 -0.017 0.000
H -3.31386 -1.41359 4.08563 0.019 -0.014 0.022 0.000
H -3.65371 -5.00424 3.41559 0.041 -0.003 0.007 0.000
H -3.93421 -4.79047 1.67060 -0.022 0.023 -0.006 0.000
H -5.16180 -4.30974 2.81579 -0.035 0.024 0.017 0.000
H -3.29766 -0.67670 2.15929 -0.157 0.024 -0.032 -0.001
H -2.02093 -4.28515 1.42844 0.052 -0.113 0.083 0.000
H -0.57409 -5.16784 0.15449 -0.011 -0.037 0.053 0.000
H 0.27495 -4.25648 -1.01757 0.037 0.009 -0.034 0.000
H -0.18476 -2.07324 -1.23088 0.067 -0.004 -0.113 0.001
C 5.08747 -0.80779 -3.68528 0.008 0.039 0.084 0.000
C 5.56191 -0.46063 -2.29641 -0.033 -0.070 -0.065 0.000
C 6.91059 -0.51252 -1.96093 0.050 -0.012 -0.004 0.000
C 7.35944 -0.18166 -0.68936 0.025 -0.027 -0.043 0.000
C 6.45141 0.23493 0.27062 -0.080 0.034 0.028 0.000
C 5.10063 0.31009 -0.04127 -0.029 0.045 -0.077 0.000
C 4.65577 -0.05733 -1.31100 -0.027 -0.043 0.021 0.000
N 3.27774 0.01865 -1.68150 0.057 0.216 0.031 0.000
C 2.18293 -0.13531 -0.87879 -0.040 -0.328 -0.091 -0.002
N 2.41290 -0.97283 0.15396 -0.219 0.006 0.022 0.001
C 1.74360 -1.26565 1.37281 0.100 -0.018 0.072 -0.050
C 0.52471 -0.70512 1.73581 -0.300 0.022 -0.502 0.061
C 0.04114 -1.08767 2.99281 0.102 0.000 0.108 -0.018
C 0.71950 -1.94207 3.84329 -0.031 -0.086 0.153 0.002
C 1.91804 -2.50055 3.42254 -0.032 -0.017 0.006 -0.001
C 2.44367 -2.18260 2.18181 0.154 -0.049 0.010 0.002
C 3.74131 -2.81382 1.73017 -0.075 0.001 0.119 0.001
N 1.00709 0.38235 -1.18555 -0.005 0.201 0.150 0.003
C 1.01517 1.26531 -2.32224 -0.086 0.043 0.079 0.003
C 1.70439 2.47906 -2.27722 0.105 0.022 0.060 -0.002
C 1.69382 3.35079 -3.35321 0.029 -0.034 0.002 0.000
C 0.97282 3.02498 -4.49503 -0.028 0.004 -0.004 -0.001
C 0.28756 1.82097 -4.54498 -0.008 0.037 -0.040 0.000
C 0.30317 0.92106 -3.47663 -0.026 -0.154 -0.030 -0.003
C -0.40319 -0.40717 -3.59638 0.156 0.091 -0.088 0.002
H 5.91000 -1.18358 -4.28955 0.004 0.001 0.009 0.000
H 4.68181 0.06936 -4.20242 0.021 -0.047 0.024 0.000
H 4.30403 -1.56975 -3.66460 0.030 0.031 0.015 0.000
H 7.62382 -0.82788 -2.71500 -0.048 0.027 0.041 0.000
H 8.41544 -0.23982 -0.45284 -0.083 0.004 -0.035 0.000
H 6.78944 0.52173 1.25979 -0.024 -0.027 -0.071 0.000
H 4.39589 0.67195 0.69899 0.016 -0.024 -0.024 0.000
H 3.09454 0.41103 -2.58841 -0.018 0.110 -0.097 0.000
H 3.33950 -1.36051 0.11482 0.105 -0.048 -0.009 -0.001
H -0.91424 -0.70031 3.33857 -0.032 0.017 0.015 -0.001
H 0.31835 -2.18057 4.82365 0.038 -0.009 -0.083 0.000
H 2.45304 -3.18917 4.06496 0.006 0.000 -0.011 0.000
H 4.04506 -3.58635 2.43342 0.016 0.008 -0.003 0.000
H 4.56051 -2.08985 1.67479 -0.028 -0.005 -0.027 0.000
H 3.64607 -3.28802 0.74861 0.017 -0.012 0.021 0.000
H 2.25990 2.73537 -1.37952 -0.032 -0.059 -0.066 0.000
H 2.24458 4.28219 -3.29853 -0.019 -0.034 0.001 0.000
H 0.94765 3.70126 -5.34196 0.013 -0.065 0.057 0.000
H -0.26358 1.55772 -5.44116 0.013 0.000 0.038 0.000
H -0.92158 -0.48026 -4.55236 0.032 0.002 0.023 0.000
H -1.14155 -0.55760 -2.80942 -0.075 -0.002 0.090 0.001
H 0.31379 -1.23162 -3.54135 -0.032 0.011 0.011 0.000
N -2.61202 1.96036 1.86595 0.117 -0.396 0.015 0.004
C -2.31116 2.24233 3.28838 0.049 -0.047 -0.105 0.002
C -0.95909 2.90707 3.41594 0.076 -0.110 -0.080 0.000
N 0.05913 2.02879 2.83172 -0.179 0.255 -0.106 -0.003
H -2.67054 2.84178 1.37286 0.001 0.170 -0.171 0.001
H -3.54691 1.57443 1.79690 -0.154 0.024 -0.048 0.001
H -2.30937 1.29782 3.83828 -0.005 -0.035 -0.012 0.000
H -3.06894 2.88361 3.73634 -0.107 0.021 0.042 0.000
H -0.78317 3.14173 4.46674 0.032 0.036 0.084 0.000
H -0.97011 3.85385 2.87081 0.013 0.043 -0.015 0.000
H 0.11321 1.17685 3.37239 0.066 -0.201 0.028 0.000
H 0.98078 2.44280 2.91633 0.042 0.021 -0.010 0.000
```
Forces are in eV/Å.

frontier orbital gap (spin up / spin down) = 7.29 / 7.29 eV
molecular weight = 994.314 g mol⁻¹
relative energy (zero: lowest compared OMol25 entry of this formula, charge and spin) = 0.0 kJ/mol
total charge = +2
max |F| = 0.0136 Eh/bohr
2S+1 = 6
⟨S²⟩ = 9.338


- Among the records above, which one has the highest max |F|?
  C38H48F5O6PS


- Among the records above, which one has the highest molecular weight?
  C38H49DyN12Se2